Version A
One molecule with the formula C6H6F6N2O. Source: OMol25; level of theory: ωB97M-V/def2-TZVPD.

Computed properties:
Orbital gap: 9.50 eV
Highest occupied orbital energy: -8.95 eV

Bonds (Å) are listed after each position.
Geometry (Å):
1 O -0.01178 -2.17475 -0.41018  C2 1.324, H16 0.926
2 C 0.27350 -0.96464 0.04464  O1 1.324, C3 1.562, N7 1.448, C11 1.838
3 C 1.76055 -0.67955 -0.33996  C2 1.562, F4 1.362, F5 1.330, F6 1.363
4 F 2.30712 0.50116 0.06366  C3 1.362
5 F 2.55629 -1.54991 0.27485  C3 1.330
6 F 1.88546 -0.76432 -1.69452  C3 1.363
7 N -0.24260 -0.79540 1.38665  C2 1.448, C8 1.469, H17 0.980
8 C -0.08017 0.55384 1.94566  N7 1.469, C9 1.533, H18 1.122, H19 1.175
9 C -0.92346 1.54624 1.13600  C8 1.533, N10 1.398, H20 1.086, H21 1.100
10 N -0.92212 1.38984 -0.25343  C9 1.398, C11 1.211
11 C -0.48207 0.44176 -0.86520  C2 1.838, N10 1.211, C12 1.560
12 C -0.72609 0.29033 -2.39843  C11 1.560, F13 1.339, F14 1.311, F15 1.350
13 F -1.76919 1.03866 -2.77877  C12 1.339
14 F 0.36153 0.72273 -2.98951  C12 1.311
15 F -0.95750 -0.97582 -2.80535  C12 1.350
16 H -0.91803 -2.23385 -0.59302  O1 0.926
17 H -0.20674 -1.56165 1.99576  N7 0.980
18 H 1.00157 0.70541 2.20241  C8 1.122
19 H -0.46859 0.53346 3.05407  C8 1.175
20 H -1.89773 1.43947 1.60415  C9 1.086
21 H -0.53995 2.53699 1.42052  C9 1.100


Version B
A 2-piece molecular cluster, C6H6F6N2O overall. Source: OMol25; level of theory: ωB97M-V/def2-TZVPD.

Computed properties:
Orbital gap: 8.60 eV
Highest occupied orbital energy: -8.17 eV

Bonds (Å) are listed after each position.
Geometry (Å):
1 C -0.75689 1.11787 0.00003  C5 1.470, N7 1.290, N8 1.343
2 C -1.40512 -1.00984 -0.33052  C3 1.607, N7 1.455, H16 1.083, H17 1.134
3 C -2.28168 -0.33215 0.83309  C2 1.607, N8 1.407, H18 1.032, H19 1.144
4 C 2.83339 -0.82537 -1.24093  C6 1.520, O9 1.220
5 C 0.11460 2.29148 -0.15066  C1 1.470, F10 1.334, F11 1.349, F12 1.367
6 C 2.61318 -1.56784 0.06720  C4 1.520, F13 1.379, F14 1.313, F15 1.405
7 N -0.59343 0.10797 -0.78601  C1 1.290, C2 1.455
8 N -1.77917 0.98218 0.86045  C1 1.343, C3 1.407, H20 1.026
9 O 1.91197 -0.21569 -1.75790  C4 1.220, H21 1.022
10 F 1.18368 2.24706 0.64657  C5 1.334
11 F 0.59721 2.40353 -1.40541  C5 1.349
12 F -0.60236 3.42136 0.13016  C5 1.367
13 F 2.60134 -2.91955 -0.20404  C6 1.379
14 F 3.51096 -1.25991 0.97389  C6 1.313
15 F 1.39983 -1.31661 0.72958  C6 1.405
16 H -0.73778 -1.75060 0.09349  C2 1.083
17 H -2.10104 -1.49203 -1.08488  C2 1.134
18 H -3.27109 -0.32118 0.53930  C3 1.032
19 H -2.28757 -0.90821 1.82106  C3 1.144
20 H -1.88321 1.51395 1.73183  N8 1.026
21 H 0.93319 -0.16641 -1.46628  O9 1.022


Relative energies in eV: version A 0.000; version B 1.310